(1)
78
Properties=species:S:1:pos:R:3 method="wB97M-V/def2-TZVPD" multiplicity=1 gap_ha=0.3656 e_tot_ev=-27774.79222 de_lowest_ev=1.672 total_charge=0 homo_ev=-9.61
O 26.48200 128.85500 72.37300
O 28.46700 127.46800 73.41800
C 25.98900 127.67700 71.81200
C 26.70200 127.29300 70.57200
C 29.79300 129.49000 67.03200
C 25.66900 123.73400 81.15100
C 26.45300 124.79200 80.36100
C 28.72100 129.18800 67.98000
C 26.79600 126.51200 75.58000
C 26.27700 124.43200 78.86200
C 31.57600 127.98800 67.90400
C 30.72800 128.27500 66.72100
C 26.65700 125.15000 76.42600
C 27.73600 132.68800 71.35600
C 26.74500 125.61200 77.87300
C 26.66600 134.94200 71.90900
C 25.18300 136.86500 72.47900
C 28.96000 133.17900 70.53300
C 29.66300 127.40900 72.69000
C 25.90500 135.73700 73.01600
C 27.31300 133.68100 72.51500
C 32.61000 126.91100 67.74800
C 27.58600 130.35000 68.00900
C 30.44100 128.75000 72.66500
H 25.03600 137.57500 73.38600
H 25.91500 137.65600 71.92600
H 27.73100 126.86400 75.43300
H 24.94200 127.85500 71.59500
H 26.19100 126.44600 77.93000
H 27.27000 130.60700 67.11600
H 25.19500 124.25900 78.76800
H 29.29800 132.51800 69.81500
H 29.47900 129.76700 65.98400
H 27.56700 124.99600 80.63100
H 26.62200 133.19200 73.02900
H 24.40600 136.54100 71.71800
H 33.00900 127.23300 66.96700
H 30.58100 129.20500 73.68800
H 27.90600 125.52600 78.12800
H 25.27200 135.06700 73.69200
H 30.77100 127.52300 68.68500
H 26.19000 122.76300 81.18600
H 30.10300 127.49400 66.37300
H 25.80900 134.66100 71.26100
H 29.64000 126.93700 71.79200
H 32.09500 128.75900 68.42100
H 27.19500 135.79400 71.43100
H 29.81400 133.26800 71.19700
H 33.31500 126.57700 68.53100
H 26.29600 127.32100 76.05500
H 28.02000 133.90600 73.37100
H 28.90600 129.11900 69.14500
H 26.65100 136.12700 73.60500
H 25.66600 127.01800 72.50800
H 25.83200 129.07800 73.30600
H 26.80800 123.50400 78.53400
H 26.77700 129.88100 68.57900
H 28.87400 134.17700 69.94200
H 26.48600 126.28400 70.45700
H 26.19200 127.54000 69.63000
H 27.87700 131.27800 68.55400
H 27.73600 127.92400 73.02600
H 25.59400 124.87500 76.10000
H 28.25500 128.16500 67.71900
H 27.75600 127.43000 70.55000
H 27.22700 124.44400 75.98500
H 27.00000 132.51600 70.53900
H 30.32300 126.85500 73.39000
H 25.70600 124.00100 82.15400
H 25.85600 125.83300 80.51500
H 29.62900 129.43900 71.95200
H 24.54600 123.95500 81.11600
H 31.15300 128.53000 65.78100
H 26.39200 126.40300 74.60700
H 30.37300 130.29900 67.53100
H 31.92100 126.17900 67.66500
H 27.77500 131.72100 71.72400
H 31.43100 128.59000 72.19300



(2)
58
Properties=species:S:1:pos:R:3 method="wB97M-V/def2-TZVPD" multiplicity=1 gap_ha="0.2599 / 0.2599" e_tot_ev=-95151.26818 de_lowest_ev=0.099 total_charge=-2 homo_ev="-3.10 / -3.10"
Rh 1.29630 -1.55761 0.65674
S -5.49703 2.26269 -4.71409
S -4.91337 -0.47146 -4.59517
S 1.85161 -2.77828 3.73819
F -4.19120 -1.85373 -2.48755
F -7.95724 2.62552 -3.81133
F -6.49221 2.19984 -2.27564
F -6.17868 -1.00462 -2.34338
F -4.43822 0.26274 -2.10972
F -6.53273 4.14482 -3.22578
O 5.08016 -3.06090 0.08251
O -5.88528 2.97035 -5.90023
O -5.51180 -1.64893 -5.14383
O 3.12211 -2.04014 -0.24705
O -3.53833 -0.18105 -4.88873
O 0.91908 2.25065 -5.20981
O 0.44310 -2.59996 3.99912
O 2.49748 -3.92562 4.34702
O -4.21052 2.55786 -4.14051
N -5.89998 0.74146 -4.76480
N 2.16747 -2.67367 2.20058
N 0.75789 -0.50954 -1.05173
N -1.30879 1.99928 -4.95937
C 3.89089 0.84211 5.69683
C 3.50485 -1.54286 5.58769
C 2.42733 -0.08933 4.01035
C -0.48998 -0.41347 -1.52313
C 0.19029 0.96232 -3.35250
C 1.73448 0.09670 -1.74115
C 3.03853 1.00070 4.60376
C -0.16726 -0.92110 1.52081
C -0.03390 1.78916 -4.59468
C -6.69184 2.83143 -3.43206
C -0.81644 0.30634 -2.65999
C 4.11481 -0.44042 6.17787
C 4.56543 2.03721 6.31762
C -4.93512 -0.78289 -2.77702
C 1.48882 0.84043 -2.87835
C 2.65642 -1.36714 4.50905
C 3.55816 -3.03411 1.89289
C 3.96905 -2.70517 0.46021
H 5.09963 1.75865 7.22666
H -1.47156 2.57367 -5.76738
H 3.83975 2.81151 6.57478
H 3.73557 -4.09826 2.05391
H 1.78782 0.03357 3.14330
H -2.11730 1.65777 -4.46591
H 2.73298 -0.05619 -1.35461
H -1.84533 0.30565 -2.98979
H 2.85956 1.99447 4.20649
H 5.28650 2.48316 5.62862
H -0.41698 -1.13780 2.56048
H 2.29649 1.32099 -3.41099
H 4.78097 -0.58414 7.02242
H -1.24881 -0.94833 -0.97208
H 3.68246 -2.54633 5.95064
H -0.85946 -0.18551 1.08352
H 4.27337 -2.50251 2.53631



(3)
92
Properties=species:S:1:pos:R:3 method="wB97M-V/def2-TZVPD" multiplicity=1 gap_ha=0.1598 e_tot_ev=-76291.42494 de_lowest_ev=0.000 total_charge=-2 homo_ev=-1.08
P 1.15655 0.81815 1.13120
O 0.08187 0.74725 0.13147
O -0.43431 -1.55767 -1.99901
O 1.38605 4.37391 -1.77943
O -6.25581 0.48068 4.40315
O -2.57134 -0.03720 -0.62967
O -2.05162 -4.34614 1.70090
O -3.42504 1.64833 0.62877
O 0.13770 1.88463 -2.38656
O -6.05672 -1.44411 5.33970
O -3.49489 -4.90117 3.19891
N -2.98331 -4.09902 2.43350
N -0.48236 -1.40996 -4.32840
N -0.07282 -0.13594 -4.06015
N -5.79676 -0.64245 4.45848
N 2.71739 0.88022 0.53824
N 1.08975 -0.55015 2.09048
N 0.96083 2.15863 2.09721
C -0.36763 3.33112 3.64718
C -0.46169 2.34534 2.49532
C 2.13563 -2.49212 2.99493
C -1.31774 -3.36502 -3.28317
C 0.85047 2.46896 -3.25136
C 3.51951 2.11949 0.59188
C 0.89197 2.85866 4.37558
C 2.88834 0.24692 -0.81725
C -3.13848 -1.85301 1.40561
C 1.11439 1.88672 -4.55653
C -0.70503 -1.99384 -3.16336
C -2.19040 -3.79475 -2.28713
C 1.94693 2.53070 -5.46877
C 2.56337 3.74109 -5.17832
C -4.40444 -2.36251 3.40762
C -3.53105 -2.72984 2.40569
C -2.45196 -5.92112 -3.38174
C -4.86862 -1.06223 3.39328
C -1.02564 -4.22522 -4.33588
C 0.35602 -1.73956 1.59666
C -3.16051 0.46586 0.34929
C 4.62897 1.85489 -0.41484
C 1.36837 -2.87131 1.72691
C 2.22114 -0.95952 2.93027
C 1.84148 2.50891 3.22647
C -2.76052 -5.05965 -2.33432
C 0.08205 4.48536 -1.21751
C 2.31630 4.33243 -3.93590
C -1.58519 -5.49726 -4.38245
C 1.48449 3.73865 -3.01002
C 0.60194 0.54161 -4.88872
C -4.47683 -0.15143 2.42519
C 3.88187 1.15122 -1.54571
C -3.61309 -0.55157 1.41831
Li -0.80926 0.33152 -1.42025
H 3.34748 1.88123 -2.14907
H 0.87585 -3.84118 1.79369
H -0.45370 3.54028 -1.27200
H 0.00065 -1.58922 0.57709
H -4.82650 0.87135 2.43612
H 1.32238 3.60642 5.04302
H -0.35815 -3.87869 -5.11381
H 3.22361 4.22189 -5.89126
H 3.16263 -0.62950 2.47927
H 1.94192 0.17610 -1.35339
H -1.34197 -6.16767 -5.19982
H 0.22038 4.77073 -0.17186
H 3.12405 -2.94914 3.05770
H -3.43648 -5.38118 -1.54904
H 5.12988 2.77357 -0.72347
H 0.66157 1.96384 4.96064
H 3.29182 -0.76318 -0.69215
H -0.22435 4.34484 3.26449
H 4.53787 0.57953 -2.20227
H -0.48405 5.26890 -1.73618
H 3.91082 2.29365 1.59450
H 2.15366 -0.52322 3.93244
H -0.89896 1.40022 2.84495
H 2.12196 2.05176 -6.43029
H 2.93535 2.99514 0.28506
H -2.45850 -2.15804 0.62109
H -2.41237 -3.09904 -1.49101
H -0.51136 -1.93388 2.23807
H 2.78791 5.27402 -3.66784
H -2.87978 -6.91773 -3.41421
H 5.36956 1.17775 0.02536
H -4.70356 -3.05781 4.17501
H -1.06160 2.68139 1.65332
H 2.45071 3.37704 2.96174
H 2.52364 1.69869 3.49295
H -1.26106 3.31130 4.27131
H 0.88883 0.12241 -5.87332
H 1.56527 -2.79646 3.87658
H 2.03426 -2.87358 0.86083



(4)
12
Properties=species:S:1:pos:R:3 method="wB97M-V/def2-TZVPD" multiplicity=1 gap_ha=0.2697 e_tot_ev=-26680.12368 de_lowest_ev=4.704 total_charge=0 homo_ev=-8.33
I 3.58894 -1.48768 0.06569
S 0.73520 3.20058 -0.12143
O 1.93803 0.85026 0.13268
N -0.40936 0.88723 0.25614
C -1.64909 -1.30983 -0.04943
C 0.78780 1.57852 0.16273
C -0.41858 -0.40825 -0.17860
C 2.36754 -0.00107 -0.75760
H -1.17397 1.38375 0.69339
H -1.52292 -1.97308 0.87684
H -2.59239 -0.81842 -0.08440
H -1.65120 -1.90203 -0.99603



(5)
21
Properties=species:S:1:pos:R:3 method="wB97M-V/def2-TZVPD" multiplicity=1 gap_ha=0.3146 e_tot_ev=-19202.45378 de_lowest_ev=2.416 total_charge=+1 homo_ev=-12.42
S 0.54876 -2.02236 -2.15991
N -1.74305 -0.93301 -1.69598
N 1.66271 0.68888 -0.06754
C -0.65108 -1.28100 -1.11215
C 0.75832 0.13434 0.70639
C -0.92318 1.82061 -0.08246
C -0.54047 0.74015 0.91984
C 1.07751 -0.95490 1.75994
H 1.92520 -1.49349 1.42367
H -0.58110 1.53920 -1.15347
H -0.37114 2.74432 0.12304
H -2.02338 1.75347 -0.16301
H 2.47831 0.12279 -0.04939
H 1.37570 -0.52227 2.68069
H -0.48686 1.36617 1.85649
H -1.29340 -0.01603 1.11250
H 0.25742 -1.65784 1.86270
H 1.63126 -2.23707 -1.39600
H -2.40377 -0.24456 -1.17546
H 1.22554 1.42575 -0.68753
H -1.92332 -0.97315 -2.70234



(6)
111
Properties=species:S:1:pos:R:3 method="wB97M-V/def2-TZVPD" multiplicity=1 gap_ha=0.3506 e_tot_ev=-123517.13904 total_charge=0 homo_ev=-9.38
S 5.38538 3.76433 0.93411
S 0.38541 3.38279 -4.67162
S -1.45881 4.67101 2.26363
S 3.31708 -4.92995 5.35627
S 0.99668 -1.86628 -7.17414
O -1.22757 3.43375 2.96747
O 5.74793 2.32681 0.28416
O 2.85380 -6.22210 4.92364
O -0.45612 4.22600 -5.76904
O -0.17274 3.62495 -3.36780
O 3.97123 -5.07775 6.83029
O 0.58328 -4.39370 1.80180
O 4.01439 4.08056 0.63277
O -8.22767 -0.79955 2.32760
O -0.03964 5.40412 2.00754
O 1.79080 3.54656 -4.93973
O -9.59247 -2.57640 1.91472
O -6.67939 -0.07324 4.05926
O -2.23354 4.72377 1.05182
O 1.73980 -0.89135 -7.92839
O 0.03280 -1.48343 -6.17448
O 0.30265 -2.90421 -8.20434
O 6.45688 4.68333 0.65434
O 2.46596 -3.76982 5.33594
N -11.21268 -0.61791 2.54414
C -0.56735 5.63971 -5.59894
C -6.96146 -2.84831 1.84669
C -3.70407 -0.42121 1.92988
C 6.62227 2.87222 -1.92904
C -0.09204 1.76503 -5.20822
C -2.30063 -0.16884 2.66855
C -1.04594 -0.78216 1.83587
C 0.97908 4.68738 1.30283
C 2.15087 -2.99645 -6.45023
C -8.31961 -2.01188 1.49728
C -0.88606 -2.49489 -8.88340
C -2.13001 5.85531 3.39555
C -4.46605 -1.77375 2.43546
C -0.59160 -1.48404 -9.97690
C -6.95100 -0.68393 3.01298
C -6.01401 -1.57756 2.07572
C 5.50227 3.28486 2.63425
C 0.67365 4.58605 -0.18008
C -0.27791 -4.96752 2.80532
C -10.44695 -1.43857 2.11748
C 0.34882 -2.98160 1.56488
C 3.09589 -5.16269 7.95602
C 4.80851 -4.55925 4.47793
C 5.55897 2.15019 -1.12160
C -0.87451 -2.32180 2.35317
C 0.73138 6.35191 -5.93122
C 2.41135 -6.51508 8.03769
H -3.62664 -0.44689 0.79105
H 4.56247 -4.51140 3.41697
H 1.12630 3.69706 1.74418
H -4.23892 -1.85042 3.55217
H 0.15879 1.65288 -6.26259
H -1.88856 -2.81211 2.18301
H -1.53432 5.85402 4.30733
H 1.73869 -6.66951 7.19120
H 3.71034 -5.01923 8.84779
H 2.75741 -3.43701 -7.24086
H 0.25022 -2.84750 0.42235
H -1.39059 -5.03311 2.48929
H -2.31804 -0.69328 3.69213
H -0.21287 -0.54862 -9.55920
H 6.51865 2.65055 -2.99293
H -5.96757 -1.10498 1.02642
H 0.05069 -6.07315 2.91290
H -4.06195 -2.69421 1.87018
H 6.48944 2.86059 2.81477
H -3.15506 5.55665 3.61564
H 2.36386 -4.34983 7.93389
H -2.12344 6.83764 2.92436
H -1.61871 -2.10428 -8.17083
H -7.04797 -3.65734 2.64528
H -0.14849 -4.52158 3.85893
H 1.82044 -6.59627 8.95211
H 0.17264 -1.86592 -10.65787
H -0.21951 3.98392 -0.36036
H 3.14853 -7.32115 8.01510
H 1.33092 -2.43254 1.84682
H 5.19302 -3.59878 4.81833
H 5.53053 -5.35572 4.65532
H -1.31957 -3.39105 -9.33310
H 6.54583 3.95459 -1.80506
H 5.36796 4.18155 3.23939
H 5.62757 1.07794 -1.31906
H -1.16106 1.63693 -5.04451
H -6.76805 -3.36168 0.82990
H -0.09688 -0.16373 1.97317
H -1.34719 5.98172 -6.28331
H 7.62150 2.57935 -1.59790
H -8.14783 -1.73672 0.40292
H 0.46749 1.04111 -4.61607
H 1.90980 5.24199 1.43741
H -0.90055 5.87815 -4.58439
H 4.71842 2.56155 2.85515
H -1.49454 -1.25360 -10.54560
H 1.07825 6.07333 -6.92915
H -2.20676 0.96505 2.85065
H 4.55465 2.46932 -1.41597
H 1.50266 4.12037 -0.71554
H 0.60229 7.43514 -5.88681
H -1.27053 -0.77785 0.69987
H 1.52188 6.08121 -5.22787
H 2.78510 -2.42861 -5.76934
H 1.60361 -3.76277 -5.90298
H -4.41675 0.44678 2.21016
H -0.63045 -2.23989 3.46995
H 0.48550 5.57588 -0.60270



(7)
45
Properties=species:S:1:pos:R:3 method="wB97M-V/def2-TZVPD" multiplicity=2 gap_ha="0.3140 / 0.3648" e_tot_ev=-23039.41782 total_charge=0 homo_ev="-7.86 / -9.26" s2=0.7543
O 0.62584 0.43573 -1.72988
O 3.76780 2.08781 -0.89638
O -3.81224 -0.61643 -0.79188
N 0.73698 -0.29697 0.56938
N -2.85525 -0.73452 0.04549
C -1.39380 -2.49564 1.08679
C -1.90230 -1.86859 -0.21145
C 4.16886 1.76552 0.42622
C 1.50421 1.52960 -1.54626
C -3.45441 1.58755 0.54505
C -2.65193 -2.94253 -0.98979
C -2.34712 0.54406 0.64775
C -0.76061 -1.31226 -1.08077
C 5.26247 0.69548 0.47582
C -1.99643 0.34695 2.13676
C -0.10131 -0.03616 -0.56754
C 2.97015 1.09599 -1.51977
C -1.16691 1.00908 -0.22709
H 3.04944 0.13193 -1.00636
H 3.29278 1.45478 1.01281
H -2.00292 -3.81357 -1.09972
H -2.39767 -0.58993 2.51852
H -1.16348 -1.07914 -2.06800
H -0.92192 0.34023 2.31605
H -3.55075 -3.24321 -0.45016
H -0.73190 -3.32576 0.83073
H 3.34604 0.95530 -2.53584
H -0.82708 -1.81022 1.70754
H 1.33004 2.21040 -2.38238
H 1.15998 0.54681 0.93675
H -4.35512 1.24018 1.05248
H -2.23537 -2.89518 1.65796
H -2.95616 -2.59306 -1.97316
H 5.12393 0.00850 1.31125
H -3.71798 1.80590 -0.48717
H -1.57616 1.33303 -1.18639
H 4.51951 2.70539 0.85210
H -3.10738 2.50225 1.03059
H -2.44038 1.14760 2.72838
H 5.24664 0.11353 -0.44725
H -0.69962 1.88289 0.24113
H 6.25513 1.13695 0.55947
H 0.00681 -2.08189 -1.21834
H 1.46623 -0.96748 0.35386
H 1.29339 2.08910 -0.62736



(8)
21
Properties=species:S:1:pos:R:3 method="wB97M-V/def2-TZVPD" multiplicity=1 gap_ha=0.4278 e_tot_ev=-9279.48406 de_lowest_ev=1.150 total_charge=+2 homo_ev=-18.74
N -1.85998 0.85870 -0.67274
N 1.59255 -0.22811 0.12390
N -0.61413 0.63944 0.02474
N 2.36676 0.78998 -0.49889
C -0.29333 -1.87915 0.00417
C 0.14050 -0.51099 -0.47091
C -0.86069 0.63050 1.45894
H -2.58322 0.12416 -0.51320
H -1.71507 0.95982 -1.69378
H 0.22406 -2.66132 -0.54969
H -1.62467 -0.08983 1.75677
H -1.36151 -2.02674 -0.16899
H -2.25876 1.75197 -0.32415
H 0.06992 0.37700 1.95826
H 1.87652 1.69582 -0.39042
H -1.15412 1.62709 1.78249
H 3.25591 0.86571 0.03013
H 2.60992 0.65026 -1.50197
H -0.09289 -2.01125 1.06465
H 0.19169 -0.44724 -1.56489
H 2.09053 -1.11581 0.14557